Record 1
DFT (ωB97M-V/def2-TZVPD) results for a structure of composition C33H26Cl2N5O2SV.

```
70
Properties=species:S:1:pos:R:3:forces:R:3
V -0.2300 0.4372 -0.4539 0.6 -0.2 0.0
O -1.4209 0.4858 -1.7816 -0.2 0.2 0.1
C -1.5939 1.0176 -2.9930 0.0 -0.1 0.0
C -2.8609 1.4487 -3.3802 0.0 0.0 0.0
C -3.0331 2.0282 -4.6238 0.0 0.0 0.0
C -1.9593 2.1741 -5.4993 0.0 0.0 0.0
C -0.7131 1.7174 -5.1246 0.0 0.0 0.0
C -0.5094 1.1453 -3.8646 -0.1 0.1 -0.1
C 0.7803 0.5794 -3.5350 0.2 0.0 -0.1
N 1.1753 0.1992 -2.3836 -0.1 0.0 0.2
C 2.3992 -0.6128 -2.3976 0.0 0.0 0.1
C 1.9758 -2.0778 -2.5596 -0.1 0.0 -0.1
N 0.9760 -2.2925 -1.5465 0.0 -0.1 0.0
C 0.9386 -3.3427 -0.8470 0.0 0.1 0.0
C 0.1172 -3.4208 0.3663 -0.1 0.0 0.1
C -0.0289 -4.6510 1.0089 0.0 0.0 -0.1
C -0.6602 -4.7571 2.2320 0.0 0.0 0.1
C -1.1149 -3.6065 2.8625 0.0 0.0 0.0
C -0.9683 -2.3686 2.2632 0.1 0.0 -0.1
C -0.3900 -2.2706 1.0019 0.1 -0.3 0.1
O -0.2636 -1.0611 0.4193 -0.2 0.2 0.0
H -3.6835 1.3253 -2.6884 0.0 0.0 0.0
H -4.0170 2.3672 -4.9203 0.0 0.0 0.0
H -2.1067 2.6230 -6.4714 0.0 0.0 0.0
H 0.1223 1.7961 -5.8106 0.0 0.0 0.0
H 1.4373 0.4244 -4.3983 0.0 0.0 0.0
H 2.9286 -0.4784 -1.4536 0.0 0.0 0.0
H 3.0621 -0.3031 -3.2098 0.0 0.0 0.0
H 2.8368 -2.7537 -2.4915 0.0 0.0 0.0
H 1.5193 -2.1971 -3.5475 0.0 0.0 0.0
H 1.5862 -4.2097 -1.0396 0.0 0.0 0.0
H 0.3729 -5.5372 0.5313 0.0 0.0 0.0
H -0.7759 -5.7236 2.7026 0.0 0.0 0.0
H -1.5805 -3.6681 3.8375 0.0 0.0 0.0
H -1.2849 -1.4710 2.7706 0.0 0.0 0.0
Cl -3.7252 -0.3356 0.1936 0.1 0.1 0.1
C -3.3516 -0.0874 1.8696 0.1 0.2 -0.1
C -4.1124 -0.7751 2.7975 0.0 0.0 0.0
C -3.8436 -0.6252 4.1470 0.0 0.0 0.0
C -2.8249 0.2134 4.5635 0.0 0.0 0.0
C -2.0726 0.8968 3.6217 0.0 0.0 0.0
Cl -0.8225 1.9432 4.2118 0.0 0.0 0.0
C -2.2998 0.7655 2.2454 -0.2 -0.2 0.0
S -1.3465 1.7160 1.1120 0.0 0.1 -0.1
H -4.9080 -1.4207 2.4544 0.0 0.0 0.0
H -4.4386 -1.1541 4.8789 0.0 0.0 0.0
H -2.6079 0.3502 5.6131 0.0 0.0 0.0
C 3.2544 -1.4584 3.6759 0.0 0.0 0.0
C 3.0023 -2.0219 2.4321 0.0 0.0 0.0
C 2.4727 -1.2475 1.4137 0.0 0.0 0.1
C 2.2297 0.0962 1.6529 0.1 0.1 0.0
C 2.4890 0.6790 2.8861 0.0 -0.1 0.1
C 2.9951 -0.1147 3.9030 0.0 0.1 0.0
N 1.6741 0.9140 0.6160 -0.3 -0.1 -0.1
N 2.2386 2.0067 0.4777 -0.1 0.1 0.0
C 1.5644 2.8844 -0.4007 -0.2 0.0 -0.1
C 2.1242 4.1252 -0.6246 0.0 0.0 0.0
C 1.4059 5.0354 -1.3876 -0.1 0.0 0.0
C 0.1543 4.6729 -1.8546 0.1 0.1 0.0
C -0.3292 3.4022 -1.5831 0.0 -0.1 0.1
N 0.3753 2.5031 -0.8966 0.3 0.1 0.1
H 3.6510 -2.0714 4.4742 0.0 0.0 0.0
H 3.2061 -3.0702 2.2582 0.0 0.0 0.0
H 2.2500 -1.6729 0.4477 0.0 0.0 0.0
H 2.2657 1.7240 3.0463 0.0 0.0 0.0
H 3.1828 0.3185 4.8761 0.0 0.0 0.0
H 3.0826 4.3608 -0.1860 0.0 0.0 0.0
H 1.8071 6.0196 -1.5866 0.0 0.0 0.0
H -0.4604 5.3605 -2.4172 0.0 0.0 0.0
H -1.3148 3.1018 -1.9066 0.0 0.0 0.0
```
Forces are in eV/Å.

Properties
* multiplicity: 2
* HOMO energy (alpha / beta): -10.71 / -10.81 eV
* ΔE to the lowest compared entry with this formula, charge and spin: 0.399 eV
* net charge: +1

=====

Record 2
DFT (ωB97M-V/def2-TZVPD) results for a structure of composition C32H55BrClN6O4P in a non-equilibrium geometry.

```
100
Properties=species:S:1:pos:R:3:forces:R:3
C 2.2852 -0.1856 1.3417 -0.1 0.0 0.5
C 0.9010 -0.6547 2.0125 0.4 1.0 0.5
O -0.0182 -1.2692 1.0713 -0.3 1.3 -0.4
C -0.7314 -0.2669 0.3166 0.5 -0.8 -1.7
C -0.9076 -0.5801 -1.2751 0.6 -1.3 0.5
O -0.5308 -1.5517 -1.9372 -1.2 4.0 1.7
O -1.6208 0.6224 -1.7010 -5.9 -7.6 7.0
C -2.6796 0.7749 -0.6744 -0.8 1.1 1.7
Br -4.3447 0.3883 -1.6991 0.2 -0.4 0.5
C -2.9516 2.2742 -0.1074 0.8 0.6 0.1
C -1.6080 2.9648 0.4539 0.7 -1.0 -0.9
C -2.3265 -0.0697 0.6450 1.9 0.3 0.8
P -2.8894 -1.8786 0.8071 1.2 -1.4 0.7
O -2.4703 -2.3056 2.4358 -2.0 1.9 -1.5
Cl -4.9896 -2.0862 0.7472 0.6 0.7 0.5
H 2.9347 0.2526 2.1882 -1.0 -0.5 -1.4
H 2.8812 -1.0434 0.8743 -1.1 1.1 0.6
H 2.1278 0.6229 0.5382 0.2 -1.2 1.3
H 0.3616 0.2698 2.4591 1.0 -1.3 -0.5
H 1.0999 -1.3716 2.8909 -0.4 0.8 -1.6
H -0.0889 0.6902 0.2565 -1.4 -1.1 0.5
H -3.6658 2.1621 0.7798 0.8 -0.1 -1.4
H -3.4491 2.9538 -0.8829 0.8 -1.1 0.9
H -0.8188 2.8888 -0.3886 -1.2 0.3 1.3
H -1.7206 4.0708 0.7105 -0.1 -1.7 -0.1
H -1.1709 2.3445 1.3233 -0.9 1.4 -1.1
H -2.3546 0.4516 1.6713 -0.6 -0.3 -1.8
H -3.0630 -1.7736 3.0311 0.8 -0.6 -0.4
C 6.1483 -1.8904 1.6621 -0.1 -0.1 0.0
C 7.3710 -1.2227 1.0425 -0.2 -0.3 -0.1
C 7.8899 -0.0461 1.8723 -0.7 0.5 -0.2
C 6.8254 1.0057 1.9884 -1.2 1.5 0.3
N 5.9920 1.8267 2.0792 2.1 -2.1 -0.2
H 5.3018 -1.2016 1.7245 0.1 0.0 0.0
H 5.8304 -2.7402 1.0530 0.0 0.0 0.1
H 6.3697 -2.2570 2.6692 0.0 0.0 -0.1
H 7.1159 -0.8815 0.0340 0.1 0.0 0.1
H 8.1677 -1.9651 0.9385 0.0 0.2 0.0
H 8.7718 0.3897 1.3960 -0.1 0.1 0.1
H 8.1753 -0.3787 2.8740 -0.1 0.1 0.0
C -6.7151 3.2455 2.1687 0.0 0.0 -0.1
C -6.7809 3.0893 3.6846 -0.3 0.0 -0.3
C -5.3991 3.0864 4.3431 0.2 -0.7 -0.3
C -4.5867 1.9402 3.8181 1.3 -1.3 -0.5
N -3.9523 1.0439 3.4077 -1.6 2.1 1.0
H -6.1880 2.4103 1.6996 0.0 0.1 0.0
H -7.7223 3.2712 1.7457 0.1 0.0 0.0
H -6.2057 4.1737 1.8918 0.0 -0.1 0.0
H -7.3071 2.1594 3.9228 0.1 0.1 0.1
H -7.3728 3.9094 4.1013 0.1 -0.1 0.1
H -5.4993 2.9860 5.4269 0.2 -0.1 -0.1
H -4.8729 4.0224 4.1366 0.1 -0.2 0.0
C 2.3015 1.8494 -4.9692 -0.1 0.1 -0.1
C 1.4795 3.1319 -5.0391 0.2 -0.3 -0.3
C 0.9659 3.5798 -3.6696 -0.6 -0.5 0.1
C 0.0824 2.5129 -3.0893 -1.2 -1.1 1.2
N -0.6131 1.6658 -2.6302 8.4 8.1 -7.7
H 1.7028 1.0100 -4.6066 0.1 0.1 0.0
H 2.6713 1.5790 -5.9609 0.0 0.0 0.1
H 3.1632 1.9694 -4.3067 -0.1 -0.1 -0.1
H 0.6355 2.9762 -5.7192 0.0 0.1 0.1
H 2.0952 3.9280 -5.4683 -0.1 0.1 0.1
H 0.3941 4.5068 -3.7659 0.0 -0.1 0.2
H 1.8002 3.7660 -2.9873 -0.1 -0.1 0.0
C 0.9107 -2.2267 -5.9072 -0.1 0.0 0.0
C 2.1243 -3.0638 -6.2976 -0.4 0.1 -0.2
C 3.2112 -3.0745 -5.2199 0.2 0.8 -0.1
C 3.7006 -1.6771 -4.9754 0.8 1.7 0.5
N 4.0777 -0.5823 -4.7843 -0.9 -2.9 -0.5
H 1.1743 -1.1742 -5.7703 0.1 -0.1 0.0
H 0.1509 -2.2713 -6.6911 0.0 -0.1 0.1
H 0.4637 -2.5934 -4.9790 0.0 0.1 -0.1
H 2.5359 -2.6763 -7.2355 0.1 -0.1 0.1
H 1.8010 -4.0912 -6.4886 0.1 0.0 0.1
H 4.0515 -3.6965 -5.5392 0.0 0.2 0.1
H 2.8208 -3.4860 -4.2851 0.1 0.2 0.0
C 1.8274 1.3118 5.8263 0.1 0.0 0.0
C 1.1624 2.4207 6.6353 0.3 -0.1 -0.1
C -0.3554 2.4696 6.4430 0.1 0.2 -0.8
C -0.6786 2.7238 5.0001 -0.7 0.3 -1.8
N -0.9286 2.9228 3.8712 0.7 -0.5 2.9
H 1.6902 1.4589 4.7517 0.0 0.0 0.1
H 2.9033 1.2963 6.0163 -0.1 0.0 0.0
H 1.4199 0.3322 6.0948 0.0 0.1 0.0
H 1.6033 3.3811 6.3499 -0.1 0.0 0.1
H 1.3828 2.2683 7.6959 -0.1 0.1 0.0
H -0.7860 3.2689 7.0515 -0.1 -0.1 -0.2
H -0.8124 1.5252 6.7513 0.0 0.1 -0.1
C -3.4287 -6.2957 -2.2621 0.0 -0.1 0.1
C -2.5366 -5.2095 -1.6695 -0.2 -0.3 0.0
C -2.3374 -4.0212 -2.6131 0.5 -0.5 -0.4
C -1.6832 -4.4830 -3.8824 0.8 -0.3 -1.7
N -1.1703 -4.8443 -4.8751 -1.3 0.8 2.5
H -2.9897 -6.7307 -3.1639 0.0 0.1 0.0
H -3.5658 -7.1083 -1.5440 0.0 0.1 -0.1
H -4.4153 -5.8966 -2.5172 0.1 0.0 0.0
H -1.5659 -5.6476 -1.4154 0.0 0.2 0.0
H -2.9826 -4.8527 -0.7366 0.1 0.1 -0.1
H -1.7044 -3.2671 -2.1386 -0.1 -0.1 -0.3
H -3.2977 -3.5559 -2.8527 0.1 0.0 -0.1
```
Forces are in eV/Å.

Properties
* HOMO energy: -8.17 eV
* net charge: 0

=====

Record 3
DFT (ωB97M-V/def2-TZVPD) results for a structure of composition C13H16FeNO3 in a non-equilibrium geometry.

```
34
Properties=species:S:1:pos:R:3:forces:R:3
C 0.7837 1.0290 1.0075 0.1 1.2 -0.8
N 0.2330 -0.0550 0.2230 0.5 -1.4 2.8
C 1.1824 -1.1003 -0.0909 0.5 0.0 -1.4
C -1.0669 -0.5148 0.6512 -1.2 0.3 -0.9
H 0.0510 1.8458 1.0496 0.2 -0.2 0.1
H 1.0370 0.7185 2.0400 -0.2 -0.2 -0.4
H 1.7018 1.3736 0.5142 -0.2 0.0 0.3
H 0.7509 -1.7751 -0.8441 0.1 0.2 0.3
H 2.0849 -0.6258 -0.4987 -0.2 -0.3 0.1
H 1.4756 -1.6922 0.7996 -0.4 0.4 -0.1
H -1.4742 -1.2031 -0.1010 0.1 0.2 0.2
H -1.0368 -1.0339 1.6290 0.4 0.2 -0.3
H -1.7343 0.3520 0.7415 0.1 -0.3 0.0
O -2.8759 1.0687 -7.1708 1.0 -0.2 2.4
C -2.4075 0.9975 -6.1093 -2.6 0.4 -4.7
Fe -1.4177 1.0316 -4.6312 0.6 -0.4 -0.3
C -0.4548 -0.1992 -5.4879 2.7 -3.2 -2.5
O 0.1192 -0.8618 -6.2505 -1.1 1.2 1.4
C -0.3970 2.2897 -5.3765 2.4 2.9 -3.0
O 0.1807 2.9612 -6.1300 -1.3 -1.5 2.2
C -0.4463 0.8180 -2.7864 1.2 -1.7 1.8
C -0.8136 2.0600 -2.1815 0.2 0.3 0.4
C -1.9020 2.7543 -2.6189 -0.1 0.4 -0.3
C -2.7275 2.2426 -3.6781 -2.5 1.3 0.9
C -3.3217 0.9437 -3.6082 -0.5 1.2 0.3
C -2.7425 -0.1273 -2.9424 -1.4 -1.3 0.8
C -1.3418 -0.2613 -3.0236 1.6 0.3 1.0
H 0.6266 0.5833 -2.8355 -0.4 0.0 0.2
H -0.1223 2.5052 -1.4542 -0.2 0.0 -0.4
H -2.0880 3.7763 -2.2713 0.2 -0.3 -0.2
H -3.2099 2.9740 -4.3432 -0.1 -0.3 0.7
H -4.3124 0.8196 -4.0628 0.4 0.0 0.1
H -3.3388 -1.0065 -2.6814 0.1 0.2 -0.5
H -0.9152 -1.2683 -3.1355 -0.1 0.4 0.0
```
Forces are in eV/Å.

Properties
* multiplicity: 5
* HOMO energy (alpha / beta): -8.93 / -11.10 eV
* ΔE to the lowest compared entry with this formula, charge and spin: 0.000 eV
* net charge: +1

=====

Record 4
DFT (ωB97M-V/def2-TZVPD) results for a cluster of 2 separate species, C7H10O in total in a non-equilibrium geometry.

```
18
Properties=species:S:1:pos:R:3:forces:R:3
C -0.4002 -1.3947 -0.8154 -1.8 1.8 2.3
C -1.0449 -0.3979 -1.5354 -0.8 0.4 -0.4
C -1.8245 0.6295 -0.8291 1.6 -2.3 -6.1
C -1.8772 0.6817 0.4643 -0.8 2.3 2.8
C -1.0705 -0.1750 1.1705 1.5 -1.2 4.4
C -0.4677 -1.2689 0.6276 1.2 -1.4 -1.5
H 0.0919 -2.2130 -1.2275 0.8 -1.1 -0.9
H -1.0266 -0.4205 -2.6664 0.0 0.2 1.5
H -2.3009 1.3551 -1.4557 -0.4 0.2 -0.2
H -2.4970 1.5434 0.7854 0.8 -0.8 0.9
H -0.7152 -0.1030 2.2773 -1.7 0.5 -1.8
H 0.0630 -2.0234 1.2952 -0.7 1.2 -1.0
C 2.4742 0.5954 0.5119 1.2 3.5 1.3
O 1.4521 1.1269 -0.3422 -1.6 -3.7 -0.4
H 3.3238 1.5434 0.4883 -1.8 -3.2 -0.1
H 2.1649 0.6424 1.6467 0.3 -0.6 -2.0
H 2.8448 -0.4113 0.1885 -0.1 1.0 0.4
H 0.8101 0.2899 -0.5843 2.3 3.2 0.8
```
Forces are in eV/Å.

Properties
* HOMO energy: -9.47 eV
* ΔE to the lowest compared entry with this formula, charge and spin: 2.415 eV
* net charge: 0
* structure (SMILES): c1ccccc1.CO